1.
Entry from the OMol25 dataset: a 7-piece molecular cluster, C11H26F10N7O21S10 overall at a distorted geometry (ωB97M-V/def2-TZVPD).

```
85
Properties=species:S:1:pos:R:3
C 1.729 -0.959 -2.748
C 0.285 -0.998 -2.206
O -0.253 -1.988 -1.706
N -0.469 0.322 -2.495
H 0.110 1.098 -2.209
H -0.558 0.507 -3.483
C -1.928 0.473 -1.882
H 1.792 -0.102 -3.418
H 1.910 -1.873 -3.314
H 2.530 -0.947 -2.009
H -2.592 -0.374 -2.052
H -2.413 1.436 -2.043
H -1.868 0.506 -0.794
C 4.658 -0.046 4.684
C 3.067 -0.068 4.585
C 2.568 -0.091 3.106
N 1.066 0.293 2.975
C 0.830 1.788 3.223
C 0.098 -0.622 3.946
C 0.055 -2.071 3.307
C 0.295 -1.797 1.816
C 0.597 -0.233 1.571
H 5.086 -1.016 4.430
H 4.997 0.195 5.692
H 5.034 0.725 4.012
H 2.687 0.810 5.108
H 2.641 -0.860 5.201
H 2.790 -1.034 2.608
H 3.134 0.663 2.559
H -0.204 2.038 2.985
H 1.443 2.438 2.598
H 0.959 1.990 4.286
H -0.886 -0.156 3.906
H 0.536 -0.509 4.938
H -0.909 -2.529 3.527
H 0.669 -2.824 3.802
H -0.522 -2.157 1.192
H 1.106 -2.467 1.528
H -0.334 0.277 1.324
H 1.353 -0.083 0.800
N 0.892 2.500 -1.704
S 0.325 3.627 -0.818
O 0.588 4.970 -1.271
O 0.168 3.451 0.625
F -1.146 3.371 -1.477
S 2.423 2.660 -1.008
O 2.523 2.002 0.250
O 3.271 3.798 -1.297
F 3.228 1.487 -1.863
N -5.190 -3.031 0.876
S -6.005 -2.329 1.865
O -6.592 -1.010 1.604
O -5.691 -2.687 3.279
F -7.279 -3.318 1.601
S -3.847 -1.986 1.125
O -3.006 -2.281 2.276
O -4.103 -0.606 0.813
F -2.983 -2.508 -0.152
N -0.612 0.784 -5.154
S -0.548 -0.457 -6.271
O -0.391 -0.097 -7.687
O -1.277 -1.653 -5.886
F 0.973 -0.966 -5.976
S -1.913 1.370 -5.625
O -3.210 0.842 -5.189
O -1.825 2.163 -6.855
F -1.811 2.654 -4.620
N 4.679 -3.144 -2.475
S 4.546 -4.102 -3.824
O 3.463 -3.654 -4.714
O 4.842 -5.560 -3.677
F 5.898 -3.522 -4.538
S 3.889 -3.943 -1.526
O 4.668 -4.814 -0.639
O 2.501 -4.304 -1.833
F 3.587 -2.638 -0.506
N -4.393 4.189 0.691
S -3.997 2.601 0.951
O -4.922 1.874 1.810
O -2.559 2.293 0.985
F -4.358 2.061 -0.545
S -3.978 4.683 1.987
O -2.550 5.078 2.087
O -4.704 4.245 3.162
F -4.662 6.152 1.796
```

Summary:
Spin multiplicity = 2
Orbital gap (spin up / spin down) = 7.778 / 2.775 eV
Maximum force = 13.40 eV/A
Net charge = -2
E_HOMO (spin up / spin down) = -5.746 / -5.745 eV
LUMO (spin up / spin down) = 2.03 / -2.97 eV


2.
Entry from the OMol25 dataset: the molecule C2H4S at a distorted geometry (ωB97M-V/def2-TZVPD).

```
7
Properties=species:S:1:pos:R:3
C -0.598 -0.347 0.216
C 0.603 0.343 -0.312
S 1.132 0.985 -1.702
H -1.015 0.208 1.122
H -0.159 -1.238 0.642
H -1.333 -0.435 -0.564
H 1.370 0.484 0.597
```

Summary:
Orbital gap = 8.646 eV
SMILES = CC=S
ΔE to the lowest compared entry with this formula, charge and spin = 10.6 kcal per mole
Maximum force = 3.98 eV/A
Net charge = 0
E_HOMO = -8.639 eV
LUMO = 0.01 eV